<1>
Density functional theory data (the ωB97M-V functional and the def2-TZVPD basis) for 8 unconnected molecules or ions with the total composition C6H29NO8.

ORCA input file:
```
! wB97M-V def2-TZVPD RIJCOSX def2/J DEFGRID3
* xyz 0 1
C 2.55 -1.96 1.91
C 2.41 -1.19 0.58
N 1.21 -0.32 0.49
C 0.04 -0.96 -0.12
C -0.68 -1.93 0.80
C -1.95 -2.56 0.08
C -2.89 -1.41 -0.38
O -2.61 -3.32 1.05
H 3.37 -2.67 1.94
H 2.56 -1.26 2.76
H 1.73 -2.67 2.05
H 2.25 -1.87 -0.25
H 3.31 -0.61 0.49
H 0.96 0.08 1.39
H -0.74 -0.22 -0.31
H 0.54 -1.39 -1.00
H -0.98 -1.63 1.79
H -0.12 -2.80 1.12
H -1.68 -3.18 -0.77
H -2.51 -1.19 -1.40
H -2.91 -0.50 0.19
H -3.88 -1.88 -0.66
H -3.57 -3.24 1.03
O -0.78 0.94 3.59
H -0.06 0.36 3.32
H -1.22 1.06 2.72
O -1.57 1.95 1.21
H -0.95 2.55 0.74
H -2.12 2.43 1.82
O -1.46 1.49 -2.24
H -2.05 0.97 -1.67
H -1.00 2.08 -1.61
O 0.51 0.10 -3.52
H -0.12 0.02 -4.24
H 0.05 0.82 -3.02
O 2.21 2.31 0.17
H 1.93 1.39 -0.08
H 2.90 2.38 -0.50
O -0.12 3.48 -0.59
H 0.22 4.38 -0.67
H 0.65 2.95 -0.27
O 2.83 0.97 -2.22
H 3.71 0.97 -2.63
H 2.30 0.65 -2.97
*
```

Properties
SMILES: CCNCC[C@H](C)O.O.O.O.O.O.O.O
Orbital gap in eV: 9.355
HOMO level in eV: -8.9

These are the natural (NBO) partial charges, in e, on atoms 1 to 8:
1 C -0.63
2 C -0.21
3 N -0.66
4 C -0.23
5 C -0.45
6 C 0.12
7 C -0.67
8 O -0.73

<2>
Density functional theory data (the ωB97M-V functional and the def2-TZVPD basis) for 8 unconnected molecules or ions with the total composition C6H29NO8.

ORCA input file:
```
! wB97M-V def2-TZVPD RIJCOSX def2/J DEFGRID3
* xyz 0 1
C -1.03 -1.15 2.97
C 0.16 -0.15 3.02
N 0.78 0.10 1.64
C -0.29 0.17 0.54
C -0.39 -0.93 -0.52
C -1.32 -0.54 -1.61
C -0.77 -0.93 -3.04
O 0.56 -0.57 -3.28
H -1.79 -0.62 2.39
H -1.53 -1.07 4.00
H -0.69 -2.10 2.58
H 1.04 -0.44 3.54
H -0.27 0.78 3.30
H 1.35 0.94 1.57
H -0.07 1.08 -0.02
H -1.24 0.46 1.02
H 0.65 -0.88 -0.90
H -0.42 -2.02 -0.20
H -2.31 -1.00 -1.46
H -1.48 0.52 -1.58
H -1.03 -1.92 -3.42
H -1.24 -0.23 -3.76
H 0.98 -0.46 -2.42
O -2.17 3.38 0.48
H -2.16 2.90 -0.35
H -2.48 2.81 1.18
O 0.61 -3.92 1.14
H 0.53 -2.97 1.29
H 1.36 -3.88 0.53
O 2.61 1.56 -1.55
H 3.43 1.15 -1.87
H 2.04 0.76 -1.36
O 2.24 -1.70 0.48
H 3.09 -2.09 0.66
H 2.01 -0.96 1.17
O 1.62 2.97 1.12
H 0.78 2.97 1.58
H 1.26 3.12 0.21
O 0.58 3.09 -1.24
H 1.21 3.40 -1.91
H -0.01 3.88 -1.26
O -3.51 -2.35 -0.15
H -3.63 -1.52 -0.58
H -2.63 -2.71 -0.02
*
```

Properties
SMILES: CCNCCCCO.O.O.O.O.O.O.O
Orbital gap in eV: 9.540
HOMO level in eV: -9.5

These are the natural (NBO) partial charges, in e, on atoms 1 to 8:
1 C -0.63
2 C -0.21
3 N -0.70
4 C -0.23
5 C -0.44
6 C -0.43
7 C -0.06
8 O -0.71

Relative to the most stable one, in kJ/mol, the structures come out at <1> 0.0; <2> 193.9.

<1>
Density functional theory data (the ωB97M-V functional and the def2-TZVPD basis) for a molecular structure, C2H5FSi.

ORCA input file:
```
! wB97M-V def2-TZVPD RIJCOSX def2/J DEFGRID3
* xyz 0 1
C -1.05 1.16 0.05
C -0.51 -0.01 -0.01
F -1.77 -1.25 -0.18
Si 1.22 -0.76 0.00
H -0.66 2.17 -0.04
H -2.16 1.03 0.12
H 2.03 -0.33 1.17
H 1.04 -2.23 -0.35
H 1.85 0.21 -0.74
*
```

Properties
Orbital gap in eV: 11.262
HOMO level in eV: -10.6

These are the natural (NBO) partial charges, in e, on atoms 1 to 8:
1 C -0.48
2 C 0.04
3 F -0.50
4 Si 0.83
5 H 0.25
6 H 0.26
7 H -0.14
8 H -0.09

<2>
Density functional theory data (the ωB97M-V functional and the def2-TZVPD basis) for 2 unconnected molecules or ions with the total composition C2H5FSi.

ORCA input file:
```
! wB97M-V def2-TZVPD RIJCOSX def2/J DEFGRID3
* xyz 0 1
C 1.62 -0.11 -0.32
C 0.89 -1.09 0.07
F -3.91 -0.64 -0.22
Si -2.58 0.25 0.14
H 2.75 -0.23 -0.58
H 1.31 0.85 -0.24
H 0.78 -2.10 0.22
H -2.32 0.19 1.57
H -3.03 1.48 -0.70
*
```

Properties
Orbital gap (alpha / beta) in eV: 8.003 / 7.983
HOMO level (alpha / beta) in eV: -8.7 / -7.9

These are the natural (NBO) partial charges, in e, on atoms 1 to 8:
1 C -0.51
2 C -0.09
3 F -0.67
4 Si 1.10
5 H 0.20
6 H 0.20
7 H 0.18
8 H -0.22

<3>
Density functional theory data (the ωB97M-V functional and the def2-TZVPD basis) for 2 unconnected molecules or ions with the total composition C2H5FSi.

ORCA input file:
```
! wB97M-V def2-TZVPD RIJCOSX def2/J DEFGRID3
* xyz 0 1
C 1.04 0.87 0.28
C -0.24 0.82 -0.13
F -3.05 0.35 -0.23
Si -1.69 -0.22 0.34
H 1.53 1.65 -0.32
H 1.45 0.17 1.00
H -0.64 1.58 -0.77
H -0.20 -2.29 -1.71
H -2.35 -0.58 1.56
*
```

Properties
Orbital gap (alpha / beta) in eV: 9.837 / 6.936
HOMO level (alpha / beta) in eV: -10.4 / -7.3

These are the natural (NBO) partial charges, in e, on atoms 1 to 8:
1 C -0.34
2 C -0.73
3 F -0.66
4 Si 1.38
5 H 0.21
6 H 0.21
7 H 0.23
8 H -0.08

Relative to the most stable one, in kJ/mol, the structures come out at <1> 0.0; <2> 68.7; <3> 59.6.

<1>
Density functional theory data (the ωB97M-V functional and the def2-TZVPD basis) for 2 unconnected molecules or ions with the total composition C4H6IO2.

ORCA input file:
```
! wB97M-V def2-TZVPD RIJCOSX def2/J DEFGRID3
* xyz -1 1
C -2.18 -1.84 1.13
C 0.32 0.36 0.70
C -0.53 -0.77 -1.24
C -0.23 -0.94 0.22
O -2.59 -2.27 0.13
O -2.00 -1.48 2.23
I 1.42 -2.48 0.54
H 0.31 0.46 1.74
H -0.24 1.22 0.42
H 1.46 0.66 0.37
H 0.36 -0.55 -1.96
H -1.15 0.12 -1.34
H -1.12 -1.67 -1.60
*
```

Properties
Orbital gap in eV: 5.971
HOMO level in eV: -2.7

These are the natural (NBO) partial charges, in e, on atoms 1 to 8:
1 C 1.05
2 C -0.68
3 C -0.70
4 C -0.32
5 O -0.60
6 O -0.60
7 I -0.21
8 H 0.20

<2>
Density functional theory data (the ωB97M-V functional and the def2-TZVPD basis) for 2 unconnected molecules or ions with the total composition C4H6IO2.

ORCA input file:
```
! wB97M-V def2-TZVPD RIJCOSX def2/J DEFGRID3
* xyz -1 1
C -1.25 2.89 0.15
C 1.05 -0.61 0.91
C 0.75 -0.92 -0.54
C -0.67 -0.41 -0.89
O -0.39 3.53 -0.20
O -2.03 2.24 0.61
I -2.18 -1.68 0.27
H 0.79 0.39 0.97
H 0.53 -1.34 1.62
H 2.18 -0.94 1.06
H 0.88 -2.08 -0.69
H 1.28 -0.40 -1.39
H -0.94 -0.66 -1.87
*
```

Properties
Orbital gap in eV: 5.677
HOMO level in eV: -2.3

These are the natural (NBO) partial charges, in e, on atoms 1 to 8:
1 C 1.02
2 C -0.62
3 C -0.49
4 C -0.65
5 O -0.56
6 O -0.48
7 I -0.28
8 H 0.21

Relative to the most stable one, in kJ/mol, the structures come out at <1> 0.0; <2> 72.2.

<1>
Density functional theory data (the ωB97M-V functional and the def2-TZVPD basis) for a molecular structure, C22H27As2CoF10N3O4S2.

ORCA input file:
```
! wB97M-V def2-TZVPD RIJCOSX def2/J DEFGRID3
* xyz 0 4
Co 0.30 -0.36 0.25
C 2.10 1.28 2.05
N 1.72 -0.12 1.86
C 2.92 -0.95 1.73
C 0.90 -0.59 3.00
C 0.24 -1.93 2.69
N -0.36 -1.85 1.37
C -1.48 -2.56 1.04
C -2.01 -2.40 -0.25
F -1.37 -1.52 -1.09
C -3.14 -3.02 -0.72
F -3.54 -2.75 -1.97
C -3.84 -3.91 0.07
C -3.33 -4.12 1.33
F -3.95 -4.99 2.15
C -2.20 -3.49 1.81
F -1.80 -3.83 3.06
H 2.74 1.40 2.94
H 1.21 1.89 2.19
H 2.65 1.64 1.18
H 3.49 -0.95 2.67
H 3.56 -0.56 0.94
H 2.64 -1.98 1.49
H 0.13 0.16 3.18
H 1.53 -0.66 3.90
H -0.49 -2.10 3.49
H 0.96 -2.74 2.75
H -4.73 -4.41 -0.28
C 3.77 -1.55 -1.73
As 1.83 -1.47 -1.57
C 1.38 -3.33 -1.93
C 1.39 -0.62 -3.27
C 1.87 -1.16 -4.47
C 1.59 -0.55 -5.68
C 0.82 0.60 -5.72
C 0.33 1.14 -4.54
C 0.60 0.53 -3.31
As -0.13 1.25 -1.66
C -2.01 1.47 -2.09
C 0.46 3.09 -1.66
H 4.05 -1.95 -2.71
H 4.17 -2.20 -0.95
H 4.20 -0.55 -1.62
H 1.87 -3.67 -2.84
H 0.30 -3.41 -2.03
H 1.70 -3.93 -1.09
H 2.48 -2.06 -4.46
H 1.97 -0.98 -6.60
H 0.60 1.08 -6.66
H -0.28 2.03 -4.57
H -2.11 2.10 -2.97
H -2.49 1.95 -1.24
H -2.46 0.50 -2.27
H 0.20 3.57 -2.60
H 1.54 3.14 -1.51
H -0.04 3.61 -0.84
F -3.90 1.86 3.35
C -3.12 1.12 2.57
F -2.58 0.14 3.31
F -3.85 0.57 1.61
S -1.80 2.15 1.82
O -0.98 1.12 1.18
O -2.45 3.06 0.93
N -1.00 2.70 3.03
S -1.17 4.17 3.65
O -2.39 4.83 3.31
O -0.69 4.15 4.99
C 0.13 5.06 2.68
F -0.12 4.96 1.37
F 1.34 4.53 2.91
F 0.15 6.34 3.02
*
```

Properties
Orbital gap (alpha / beta) in eV: 7.760 / 7.490
HOMO level (alpha / beta) in eV: -7.7 / -7.8

These are the Mulliken partial charges, in e, on atoms 1 to 8:
1 Co -0.10
2 C -0.89
3 N 0.92
4 C -1.29
5 C -0.35
6 C -1.19
7 N 0.56
8 C 0.30

<2>
Density functional theory data (the ωB97M-V functional and the def2-TZVPD basis) for a molecular structure, C22H27As2CoF10N3O4S2.

ORCA input file:
```
! wB97M-V def2-TZVPD RIJCOSX def2/J DEFGRID3
* xyz 0 4
Co 0.09 -0.35 0.27
C 2.04 1.41 1.94
N 1.57 0.02 1.81
C 2.73 -0.86 1.65
C 0.80 -0.36 3.01
C 0.11 -1.71 2.83
N -0.46 -1.74 1.49
C -1.29 -2.75 1.11
C -2.02 -2.60 -0.09
F -1.85 -1.44 -0.79
C -2.87 -3.55 -0.59
F -3.49 -3.30 -1.76
C -3.09 -4.74 0.07
C -2.40 -4.92 1.26
F -2.56 -6.06 1.94
C -1.54 -3.97 1.77
F -0.89 -4.26 2.92
H 2.71 1.52 2.80
H 1.18 2.07 2.09
H 2.57 1.71 1.04
H 3.37 -0.83 2.53
H 3.31 -0.55 0.78
H 2.39 -1.89 1.49
H 0.05 0.42 3.18
H 1.46 -0.39 3.88
H -0.65 -1.80 3.60
H 0.82 -2.53 2.99
H -3.76 -5.50 -0.31
C 3.22 -2.29 -1.63
As 1.37 -1.68 -1.62
C 0.48 -3.29 -2.25
C 1.33 -0.59 -3.24
C 1.90 -1.07 -4.42
C 1.88 -0.31 -5.57
C 1.27 0.94 -5.57
C 0.69 1.42 -4.41
C 0.71 0.66 -3.24
As -0.15 1.32 -1.62
C -1.98 1.60 -2.20
C 0.48 3.15 -1.48
H 3.44 -2.80 -2.57
H 3.38 -2.97 -0.80
H 3.89 -1.43 -1.53
H 1.04 -3.73 -3.08
H -0.53 -3.05 -2.58
H 0.42 -4.01 -1.43
H 2.37 -2.04 -4.44
H 2.33 -0.69 -6.48
H 1.25 1.54 -6.47
H 0.21 2.39 -4.42
H -2.00 2.21 -3.11
H -2.50 2.11 -1.40
H -2.44 0.64 -2.39
H 0.31 3.69 -2.41
H 1.54 3.16 -1.23
H -0.09 3.63 -0.68
F -4.03 2.37 3.23
C -3.27 1.52 2.55
F -2.83 0.57 3.39
F -4.00 0.94 1.60
S -1.85 2.38 1.77
O -1.13 1.27 1.16
O -2.42 3.33 0.86
N -0.99 2.89 2.96
S -1.07 4.36 3.59
O -2.24 5.09 3.26
O -0.60 4.28 4.94
C 0.30 5.19 2.68
F 0.08 5.17 1.36
F 1.47 4.58 2.90
F 0.40 6.46 3.07
*
```

Properties
Orbital gap (alpha / beta) in eV: 7.842 / 7.571
HOMO level (alpha / beta) in eV: -7.8 / -8.0

These are the Mulliken partial charges, in e, on atoms 1 to 8:
1 Co 0.26
2 C -0.85
3 N 0.64
4 C -1.27
5 C -0.58
6 C -1.27
7 N 1.13
8 C -0.47

Relative to the most stable one, in kJ/mol, the structures come out at <1> 13.4; <2> 0.0.

<1>
Density functional theory data (the ωB97M-V functional and the def2-TZVPD basis) for a molecular structure, C4H9N3.

ORCA input file:
```
! wB97M-V def2-TZVPD RIJCOSX def2/J DEFGRID3
* xyz 2 1
C -1.25 1.00 -0.24
C -0.96 -1.34 0.04
C 1.01 -0.04 0.67
C 1.62 0.24 -0.63
N -0.26 1.35 0.47
N -1.56 -0.34 -0.51
N 0.19 -1.18 0.69
H -2.10 1.63 -0.45
H -1.66 -2.24 0.05
H 1.52 0.18 1.65
H 2.45 -0.49 -0.75
H 2.12 1.26 -0.57
H 0.91 0.19 -1.37
H -0.25 2.23 0.89
H -2.25 -0.46 -1.25
H 0.47 -2.00 1.29
*
```

Properties
Orbital gap in eV: 10.838
HOMO level in eV: -21.0

These are the natural (NBO) partial charges, in e, on atoms 1 to 8:
1 C 0.36
2 C 0.43
3 C 0.28
4 C -0.68
5 N -0.46
6 N -0.55
7 N -0.54
8 H 0.27

<2>
Density functional theory data (the ωB97M-V functional and the def2-TZVPD basis) for a gas-phase ion, C4H9N3 (charge +2).

ORCA input file:
```
! wB97M-V def2-TZVPD RIJCOSX def2/J DEFGRID3
* xyz 2 1
C -1.11 -1.66 1.82
N -1.17 -1.30 0.73
C -0.99 -0.92 -0.55
N -0.09 0.31 -0.63
C 1.31 -0.25 -0.86
N -0.11 0.95 0.68
C 0.35 2.14 0.77
H -1.08 -2.23 2.70
H -0.44 -1.63 -1.26
H -1.89 -0.65 -1.02
H -0.57 1.00 -1.24
H 1.42 -1.01 -1.52
H 1.81 0.59 -1.25
H 1.74 -0.52 0.00
H 0.49 2.61 -0.17
H 0.34 2.58 1.81
*
```

Properties
SMILES: C#[N+]C[N@H+](C)N=C
Orbital gap in eV: 10.626
HOMO level in eV: -20.2

These are the natural (NBO) partial charges, in e, on atoms 1 to 8:
1 C 0.60
2 N -0.21
3 C -0.10
4 N -0.22
5 C -0.40
6 N -0.32
7 C 0.04
8 H 0.32

<3>
Density functional theory data (the ωB97M-V functional and the def2-TZVPD basis) for 2 unconnected molecules or ions with the total composition C4H9N3.

ORCA input file:
```
! wB97M-V def2-TZVPD RIJCOSX def2/J DEFGRID3
* xyz 2 1
C 1.90 0.30 0.13
C -0.97 -1.81 -0.26
C -1.42 -0.57 0.60
C -0.78 1.78 0.09
N -0.19 -0.60 -0.02
N 2.90 -0.37 -0.07
N -1.12 0.42 -0.40
H -0.80 -2.79 0.25
H -1.37 -1.96 -1.23
H -1.45 -0.27 1.70
H 0.13 2.17 -0.38
H -1.45 2.52 -0.22
H -0.68 1.81 1.22
H 3.70 0.19 0.31
H 3.29 -1.32 -0.47
H -1.71 0.50 -1.24
*
```

Properties
Orbital gap in eV: 9.718
HOMO level in eV: -19.8

These are the natural (NBO) partial charges, in e, on atoms 1 to 8:
1 C 0.66
2 C -0.21
3 C 0.11
4 C -0.46
5 N -0.19
6 N -0.89
7 N -0.23
8 H 0.31

Relative to the most stable one, in kJ/mol, the structures come out at <1> 0.0; <2> 322.9; <3> 593.5.